C4H14NO | ωB97M-V/def2-TZVPD

energy above the lowest of the compared OMol25 structures with the same formula, charge and spin	4.59	kcal per mole

ORCA input file:
```
! RIJCOSX wB97M-V def2-TZVPD def2/J DEFGRID3
* xyz 1 1
C -0.049 -1.355 1.095
C -0.579 0.050 0.893
N -0.628 0.381 -0.584
C -1.345 -0.561 -1.488
C 0.275 1.095 1.567
H 0.902 -1.498 0.576
H 0.077 -1.582 2.147
H -0.711 -2.104 0.674
H -1.614 0.087 1.225
H 0.331 0.481 -0.947
H -1.006 1.323 -0.685
H -0.847 -1.526 -1.444
H -1.289 -0.162 -2.491
H -2.381 -0.622 -1.189
H 1.334 0.943 1.390
H 0.058 2.120 1.225
H 0.096 1.138 2.634
H 2.417 -0.001 -1.009
H 2.851 1.039 -2.067
O 2.106 0.755 -1.522
*
```

Need the Mulliken charges? In units of e they are:
1. C -1.3305
2. C 0.3496
3. N -0.0138
4. C -0.8905
5. C -1.3153
6. H 0.2800
7. H 0.4062
8. H 0.4285
9. H 0.2928
10. H 0.2246
11. H 0.3967
12. H 0.3765
13. H 0.3602
14. H 0.3591
15. H 0.3107
16. H 0.4118
17. H 0.4053
18. H 0.3030
19. H 0.3173
20. O -0.6722



C20H46DyP4S | ωB97M-V/def2-TZVPD

energy	-3437.2588	Ha

ORCA input file:
```
! RIJCOSX wB97M-V def2-TZVPD def2/J DEFGRID3
* xyz 3 6
Dy -0.002 -0.158 -1.442
P -1.420 1.951 -0.457
P -1.816 -1.482 0.576
P 2.202 1.772 -1.837
H -0.778 -3.455 -1.703
C 0.279 -3.279 -1.933
C 1.160 -2.797 -1.004
H 0.955 -2.751 0.072
C -2.700 2.221 -1.746
C -2.506 2.018 1.010
C -0.693 3.618 -0.315
C -1.667 -3.274 0.945
C -2.473 -1.055 2.244
C -3.393 -1.490 -0.358
C 3.768 0.979 -2.384
C 2.906 3.136 -0.834
C 1.735 2.749 -3.333
H 0.596 -3.448 -2.963
H 2.185 -2.524 -1.290
H -3.284 3.100 -1.449
H -3.360 1.347 -1.817
H -2.227 2.403 -2.719
H -2.988 3.001 1.030
H -1.915 1.898 1.926
H -3.279 1.242 0.956
H -1.522 4.306 -0.113
H -0.188 3.911 -1.240
H 0.014 3.661 0.521
H -2.680 -3.693 0.967
H -1.199 -3.417 1.927
H -1.072 -3.792 0.190
H -3.489 -1.459 2.339
H -2.520 0.022 2.409
H -1.847 -1.495 3.027
H -4.089 -2.177 0.145
H -3.211 -1.846 -1.381
H -3.831 -0.484 -0.399
H 4.269 1.637 -3.113
H 3.570 0.006 -2.859
H 4.453 0.821 -1.538
H 3.530 3.791 -1.464
H 3.533 2.736 -0.027
H 2.097 3.742 -0.408
H 2.636 3.012 -3.901
H 1.216 3.669 -3.035
H 1.072 2.165 -3.981
C 1.270 -1.044 -5.277
C 0.781 -0.353 -6.406
C 1.046 -0.830 -7.687
C 1.754 -2.046 -7.828
C 2.336 -2.686 -6.718
C 2.068 -2.205 -5.435
S 0.842 -0.458 -3.711
H -0.647 -0.461 -3.444
H 0.225 0.564 -6.234
H 0.660 -0.283 -8.552
H 1.927 -2.450 -8.836
H 2.975 -3.584 -6.850
H 2.495 -2.690 -4.542
C 0.735 -0.697 2.859
P 1.188 0.203 1.314
C 1.385 1.847 2.127
C 2.956 -0.326 1.312
H -0.159 -0.262 3.320
H 1.567 -0.612 3.575
H 0.549 -1.757 2.649
H 1.999 1.686 3.022
H 1.888 2.570 1.479
H 0.412 2.251 2.441
H 3.455 0.002 2.239
H 2.994 -1.422 1.271
H 3.501 0.075 0.451
*
```

Need the Mulliken charges? In units of e they are:
1. Dy -0.3928
2. P 0.8908
3. P 1.1681
4. P 0.9145
5. H 0.1853
6. C -0.7780
7. C -0.4291
8. H 0.3851
9. C -1.3035
10. C -1.4380
11. C -1.2990
12. C -1.5467
13. C -1.5197
14. C -1.4259
15. C -1.2895
16. C -1.5613
17. C -1.0861
18. H 0.3821
19. H 0.4769
20. H 0.4461
21. H 0.3533
22. H 0.4180
23. H 0.6081
24. H 0.2970
25. H 0.4670
26. H 0.6397
27. H 0.2947
28. H 0.3180
29. H 0.4780
30. H 0.4546
31. H 0.4191
32. H 0.4698
33. H 0.2349
34. H 0.5547
35. H 0.5454
36. H 0.3935
37. H 0.2929
38. H 0.4780
39. H 0.3078
40. H 0.4299
41. H 0.5095
42. H 0.4137
43. H 0.3526
44. H 0.4739
45. H 0.3890
46. H 0.2268
47. C 0.5966
48. C -0.3178
49. C -0.7840
50. C -0.3908
51. C -0.7610
52. C -0.2365
53. S 0.5541
54. H 0.2729
55. H 0.4111
56. H 0.4055
57. H 0.4092
58. H 0.3944
59. H 0.3545
60. C -1.5581
61. P 1.0898
62. C -1.3850
63. C -1.1282
64. H 0.3458
65. H 0.6095
66. H 0.3433
67. H 0.5591
68. H 0.2053
69. H 0.3744
70. H 0.4572
71. H 0.4491
72. H 0.1302



C18H50N5O7P2S8 | ωB97M-V/def2-TZVPD

energy	-5383.7652	Ha

ORCA input file:
```
! RIJCOSX wB97M-V def2-TZVPD def2/J DEFGRID3
* xyz 1 1
N -1.217 0.073 -3.582
P 0.189 0.116 -2.800
C 0.639 1.832 -2.142
N 0.024 3.125 -2.464
C 0.680 4.190 -1.730
N 1.726 3.578 -0.948
N 2.488 4.472 -0.213
C 2.607 4.078 1.052
S 3.340 3.447 2.406
C 1.799 2.136 -1.129
P 3.045 0.961 -0.321
N 4.543 1.417 -0.660
H -0.989 -0.220 -4.555
H 0.090 -0.773 -1.678
H 1.222 -0.253 -3.741
H -0.758 3.201 -3.147
H 0.411 5.303 -1.802
H 2.766 -0.387 -0.745
H 2.800 0.977 1.107
H 5.032 0.638 -1.139
C -2.979 1.386 -7.946
S -1.557 0.315 -7.669
O -1.484 0.037 -6.196
C -0.306 1.562 -8.047
H -3.885 0.819 -7.729
H -2.927 2.254 -7.287
H -2.995 1.706 -8.985
H -0.421 2.419 -7.380
H -0.411 1.878 -9.086
H 0.680 1.118 -7.901
C 2.327 2.629 5.935
S 2.117 0.852 5.687
O 0.726 0.630 5.181
C 2.133 0.417 7.440
H 2.309 3.119 4.960
H 1.515 3.019 6.551
H 3.288 2.819 6.416
H 1.332 0.945 7.963
H 3.100 0.680 7.872
H 1.977 -0.660 7.532
C 0.277 -4.972 7.124
S 1.510 -3.686 6.833
O 2.631 -4.306 6.061
C 2.047 -3.550 8.553
H -0.169 -5.246 6.168
H 0.752 -5.850 7.568
H -0.500 -4.588 7.789
H 2.411 -4.516 8.908
H 1.212 -3.213 9.169
H 2.854 -2.817 8.606
C -2.981 4.792 7.286
S -2.392 3.118 7.622
O -1.344 3.216 8.684
C -1.542 2.896 6.045
H -3.516 5.153 8.165
H -2.135 5.451 7.080
H -3.660 4.775 6.431
H -0.785 3.673 5.918
H -2.266 2.941 5.230
H -1.060 1.917 6.047
C -4.936 5.242 -10.869
S -4.383 3.551 -10.557
O -3.331 3.612 -9.493
C -3.540 3.335 -12.140
H -5.462 5.601 -9.984
H -4.076 5.885 -11.066
H -5.616 5.251 -11.722
H -2.768 4.097 -12.257
H -4.266 3.408 -12.951
H -3.080 2.347 -12.153
C -5.035 -4.268 -8.919
S -4.808 -2.729 -8.004
O -3.920 -1.847 -8.823
C -3.796 -3.440 -6.688
H -5.616 -4.053 -9.817
H -4.065 -4.679 -9.205
H -5.578 -4.984 -8.300
H -2.903 -3.902 -7.113
H -4.380 -4.183 -6.141
H -3.502 -2.639 -6.007
C 5.340 -5.579 8.169
S 4.967 -7.175 8.925
O 4.458 -6.908 10.304
C 6.684 -7.717 9.075
H 4.404 -5.042 8.016
H 5.989 -4.996 8.826
H 5.827 -5.736 7.205
H 7.248 -7.002 9.677
H 7.126 -7.805 8.082
H 6.696 -8.692 9.564
*
```

Need the Mulliken charges? In units of e they are:
1. N -0.6546
2. P 0.2624
3. C 0.1603
4. N -0.0316
5. C -0.0878
6. N 0.5567
7. N -0.9714
8. C 0.4397
9. S -0.0223
10. C 0.1198
11. P 0.2048
12. N -0.6009
13. H 0.3210
14. H 0.1420
15. H 0.1435
16. H 0.3017
17. H 0.3941
18. H 0.1028
19. H 0.0780
20. H 0.2370
21. C -0.6413
22. S 0.4810
23. O -0.6929
24. C -0.9713
25. H 0.3077
26. H 0.3444
27. H 0.1052
28. H 0.2562
29. H 0.3562
30. H 0.3434
31. C -0.6692
32. S 0.5252
33. O -0.6094
34. C -0.4167
35. H 0.1001
36. H 0.1939
37. H 0.3840
38. H 0.2809
39. H 0.3825
40. H -0.1757
41. C -0.9449
42. S 0.5823
43. O -0.6277
44. C -1.1253
45. H 0.3236
46. H 0.2966
47. H 0.3469
48. H 0.4082
49. H 0.4254
50. H 0.3371
51. C -0.9253
52. S 0.4986
53. O -0.6156
54. C -0.6835
55. H 0.3323
56. H 0.2933
57. H 0.3388
58. H 0.2171
59. H 0.4187
60. H 0.1382
61. C -0.9791
62. S 0.5282
63. O -0.6054
64. C -0.9479
65. H 0.3277
66. H 0.3069
67. H 0.3858
68. H 0.3071
69. H 0.3848
70. H 0.3073
71. C -0.9872
72. S 0.5047
73. O -0.5760
74. C -0.9063
75. H 0.3162
76. H 0.3004
77. H 0.3867
78. H 0.2933
79. H 0.4106
80. H 0.2621
81. C -0.5688
82. S 0.5270
83. O -0.6197
84. C -0.9276
85. H -0.0843
86. H 0.3138
87. H 0.3627
88. H 0.2962
89. H 0.3340
90. H 0.3326



C11H16CoO8P | ωB97M-V/def2-TZVPD

energy above the lowest of the compared OMol25 structures with the same formula, charge and spin	0.00	kcal per mole

ORCA input file:
```
! RIJCOSX wB97M-V def2-TZVPD def2/J DEFGRID3
* xyz 2 5
O -2.083 -4.006 -5.663
C -1.690 -3.047 -5.163
Co 0.172 0.844 -2.632
O 0.611 -1.710 -1.322
C 0.432 -0.675 -1.810
C 0.872 2.440 -2.226
O 1.299 3.500 -2.053
C -1.506 1.212 -2.318
O -2.600 1.507 -2.083
C 0.800 0.371 -4.187
O 1.248 0.051 -5.206
H -1.050 -1.702 -4.269
C 2.932 1.969 1.683
C 2.062 1.330 0.639
O 0.739 1.944 0.613
P -0.533 1.575 1.597
O 0.214 0.884 2.882
C 0.194 -0.504 3.335
C 1.073 -1.417 2.526
O -1.136 0.236 0.788
C -2.500 -0.197 1.028
C -2.747 -1.410 0.169
H 2.968 3.050 1.521
H 3.946 1.571 1.604
H 2.547 1.760 2.685
H 2.466 1.485 -0.368
H 1.957 0.244 0.776
H 0.561 -0.446 4.365
H -0.842 -0.870 3.365
H 2.115 -1.081 2.533
H 1.042 -2.410 2.985
H 0.723 -1.519 1.494
H -2.634 -0.443 2.093
H -3.193 0.610 0.758
H -2.043 -2.212 0.406
H -3.764 -1.775 0.349
H -2.653 -1.161 -0.894
*
```

Need the Mulliken charges? In units of e they are:
1. O -0.1194
2. C 0.2712
3. Co 0.4898
4. O -0.2352
5. C 0.4288
6. C 0.4335
7. O -0.1456
8. C 0.2257
9. O -0.1869
10. C 0.2257
11. O -0.1641
12. H -0.1609
13. C -1.4282
14. C 0.2368
15. O -0.2364
16. P 0.3556
17. O -0.2411
18. C -0.0702
19. C -0.8601
20. O -0.1277
21. C -0.2065
22. C -1.0990
23. H 0.3714
24. H 0.4174
25. H 0.3125
26. H 0.4285
27. H -0.0103
28. H 0.3822
29. H 0.1939
30. H 0.3459
31. H 0.4280
32. H 0.0780
33. H 0.4030
34. H 0.3073
35. H 0.3050
36. H 0.4162
37. H 0.2353



C3H3BrClF3 | ωB97M-V/def2-TZVPD

energy above the lowest of the compared OMol25 structures with the same formula, charge and spin	89.45	kcal per mole

ORCA input file:
```
! RIJCOSX wB97M-V def2-TZVPD def2/J DEFGRID3
* xyz 0 1
C 0.558 -2.035 0.244
C 0.092 0.769 0.638
C -0.198 1.388 -0.687
F 0.763 1.226 -1.565
F -1.357 0.887 -1.298
F -0.461 2.736 -0.714
Cl -0.968 -2.410 0.567
Br -1.386 0.485 1.727
H 1.246 -2.811 0.683
H 0.779 -1.617 -0.713
H 0.933 1.381 1.117
*
```

Need the Mulliken charges? In units of e they are:
1. C -0.3746
2. C -0.5700
3. C 0.8817
4. F -0.2268
5. F -0.2644
6. F -0.2627
7. Cl -0.0621
8. Br -0.0002
9. H 0.3102
10. H 0.2753
11. H 0.2936



C6H9NO3 | ωB97M-V/def2-TZVPD

SMILES	C#C[C@@H](N[C@@H](C)O)C(=O)O
energy above the lowest of the compared OMol25 structures with the same formula, charge and spin	77.42	kcal per mole

ORCA input file:
```
! RIJCOSX wB97M-V def2-TZVPD def2/J DEFGRID3
* xyz 0 1
C 1.916 -2.298 -0.392
C 1.553 -1.192 -0.570
C 1.316 0.183 -0.426
N -0.217 0.381 0.485
C -1.361 0.006 -0.408
C -2.594 -0.446 0.407
O -1.578 1.084 -1.274
C 2.329 0.844 0.422
O 3.384 0.380 0.736
O 1.966 2.062 0.875
H 2.366 -3.251 -0.247
H 1.238 0.716 -1.335
H -0.019 -0.222 1.242
H -0.954 -0.826 -1.062
H -2.607 0.105 1.286
H -3.420 -0.257 -0.282
H -2.524 -1.524 0.674
H -1.931 1.765 -0.687
H 1.140 2.493 0.556
*
```

Need the Mulliken charges? In units of e they are:
1. C 0.1237
2. C -0.7292
3. C 0.1570
4. N -0.4872
5. C 0.2273
6. C -1.3995
7. O -0.5394
8. C 0.4897
9. O -0.5282
10. O -0.4873
11. H 0.4296
12. H 0.3063
13. H 0.2531
14. H 0.3426
15. H 0.4368
16. H 0.3572
17. H 0.3332
18. H 0.3615
19. H 0.3530